[1]
The following is a quantum chemistry calculation of a structure of composition C51H52N7O4PRuS in a non-equilibrium geometry, from the OMol25 dataset.

Net charge ... +1
HOMO-LUMO gap (spin up / spin down) ... 0.2047 / 0.2083 Eh
Relative energy (zero: lowest compared OMol25 entry of this formula, charge and spin) ... 106.4 kJ/mol
Spin multiplicity ... 6

Element x y z (Å)
C 5.07 -0.90 -0.24
H -0.16 3.71 -0.18
H -0.94 -2.19 -4.80
C -2.34 0.78 -3.99
H 1.83 -0.18 -4.22
C 2.37 1.87 -4.64
C -0.22 4.51 1.87
O 1.23 0.66 1.27
H 6.09 -3.89 0.65
H -4.29 0.64 4.11
C -0.82 -2.58 4.17
H -3.51 -4.29 1.15
C 2.64 2.20 -1.95
H 4.38 -0.67 -3.62
H -3.34 2.02 -2.07
C 3.90 2.45 3.73
O -6.18 1.03 1.17
C 4.04 -1.66 -3.36
C 2.66 0.49 3.09
H -1.71 2.60 -5.94
H 8.39 -0.31 0.26
H -3.23 1.71 -6.45
C -1.54 3.30 3.49
C 2.13 0.78 -3.80
C 7.46 -0.89 0.21
C -4.39 -0.80 -1.36
N -1.31 1.35 0.25
C 2.36 0.93 -2.45
O -2.90 1.95 -4.41
H 4.94 -2.55 -5.09
H -8.16 0.60 1.72
H 2.46 2.41 2.10
C 3.08 3.20 -2.80
N 5.03 -2.18 0.03
H 0.25 -2.73 4.30
H 2.16 1.79 -5.70
H -2.01 -4.92 1.89
C 2.98 1.86 2.91
H 3.43 3.81 -4.81
H -0.47 5.14 3.96
H -1.98 -3.92 0.36
H 1.79 -3.35 -1.47
C -1.77 0.79 -2.68
N 1.02 -1.23 2.59
H -1.94 3.31 4.53
C 3.07 -1.88 -2.37
H -2.29 -1.15 4.91
C -2.45 -4.07 1.35
H -2.96 1.51 4.91
H -3.63 1.11 1.24
C -6.96 -0.66 -0.42
H 4.26 3.48 3.57
H -7.87 2.12 0.73
C -7.52 1.45 1.55
C -1.17 2.41 1.26
C 4.08 -4.04 -3.82
H -7.41 2.03 2.47
H 0.02 -2.04 -2.73
C -0.56 3.59 0.87
C -2.49 1.28 -0.41
C 4.45 1.75 4.82
H -4.10 2.47 3.90
H -0.70 -0.46 4.56
O -2.75 1.30 2.84
C 3.07 -4.23 -2.85
H -2.95 -2.86 3.11
C 7.45 -2.26 0.50
C -0.78 -0.10 -2.18
C 2.61 -3.14 -2.17
C -1.20 -1.28 -4.26
C 6.18 -2.84 0.40
C 3.22 -0.23 4.18
C -2.75 2.41 -5.73
H 6.51 0.74 -0.69
H 8.31 -2.84 0.81
N -2.55 1.46 -1.74
H -3.26 3.34 -5.86
H -2.41 -0.40 -5.85
H 2.88 -1.23 4.44
C 4.43 -2.74 -4.15
C -0.61 -1.21 -3.02
C 1.60 -0.10 2.27
H -7.95 -0.58 0.05
H 2.51 2.39 -0.90
H -5.10 -2.03 -2.92
N 3.95 -0.13 -0.55
H 3.40 4.11 -2.34
H -1.08 -1.50 6.03
H 4.55 -4.89 -4.35
C -1.23 -1.33 4.96
H 2.67 -5.27 -2.65
H 0.47 5.32 1.61
H 4.46 -0.13 5.92
C -1.86 2.31 2.58
H 4.07 0.84 -0.29
C -6.70 -1.38 -1.61
S -0.28 -1.92 0.24
N -1.00 -2.43 2.69
Ru 0.22 0.07 -0.39
C 4.11 0.43 5.03
H -7.47 -1.89 -2.20
H -3.33 -1.01 -1.57
C 6.33 -0.25 -0.24
H 5.12 2.24 5.54
C 2.99 3.02 -4.18
C -2.06 -0.33 -4.81
C -2.36 -2.78 2.18
C -0.68 4.37 3.18
C -6.01 0.15 0.18
C -0.03 -1.82 1.99
N -3.65 0.91 0.22
P 2.42 -0.50 -1.32
C -5.40 -1.47 -2.03
H -1.37 -3.48 4.47
C -4.67 0.06 -0.32
H -2.68 -1.91 1.58
C -3.59 1.51 4.03

These are the Löwdin partial charges, in e, on atoms 1 to 2: -0.40 0.14

[2]
The following is a quantum chemistry calculation of a structure of composition C51H53CoN3O2P2 in a non-equilibrium geometry, from the OMol25 dataset.

Net charge ... +3
HOMO-LUMO gap (spin up / spin down) ... 0.3123 / 0.1812 Eh
Spin multiplicity ... 5

Element x y z (Å)
N -2.10 -2.35 -2.72
C -0.89 -2.68 -3.50
H -4.73 1.55 3.71
C -0.72 4.36 -0.78
Co -0.29 -0.33 0.57
H -0.08 -1.50 -1.66
C -4.37 1.87 -3.32
O 1.52 1.53 -0.26
C -1.67 -2.74 1.67
H 4.15 5.46 -1.23
C -3.29 -1.50 -0.79
P 1.96 -1.14 0.81
H 1.56 -3.07 5.33
C -4.82 2.19 -2.05
H -0.24 6.28 -1.58
C -0.42 -1.52 -4.37
C -3.95 2.16 -0.97
H 0.05 -0.04 4.44
H -3.28 -2.60 -4.40
C -2.61 1.82 -1.17
C 2.87 1.18 -0.40
C -2.16 1.50 -2.45
C 3.21 -0.09 0.05
H -2.94 -4.88 -3.37
H 3.20 -1.51 6.34
C 2.95 -1.43 5.29
H 4.70 3.20 -3.26
H -3.28 -3.52 4.52
C 2.99 -5.06 0.09
C 1.12 2.81 -0.63
C 2.71 -3.88 0.77
H -3.97 -0.83 -1.32
C 4.52 -0.55 -0.06
H -2.28 -1.33 5.16
H -4.17 -2.09 -2.99
C 3.45 3.41 -1.48
H 3.07 -6.05 -1.80
P -1.37 1.85 0.15
H -2.81 -4.45 2.24
H -3.81 -2.45 -0.64
C 2.26 -2.76 0.07
C 3.66 3.41 -3.01
C 2.03 -2.30 4.72
C -3.03 1.53 -3.52
H 4.22 4.50 0.25
C -2.03 -1.71 -1.57
H 2.32 -4.06 -3.08
C 1.73 -2.21 3.37
N -1.16 -1.54 2.00
H 4.78 -1.54 0.29
H 6.50 -0.05 -0.69
H 3.03 2.66 -3.49
O 0.06 0.70 2.51
H 5.41 4.26 -1.04
C -2.68 -2.97 3.81
H 3.76 0.40 2.55
C 2.84 -5.13 -1.28
H -1.44 -3.10 0.67
C 5.11 1.55 -1.03
C 3.56 -0.46 4.51
H -1.37 0.93 4.01
H -3.61 0.81 1.64
H -2.67 1.31 -4.52
C -2.13 -1.75 4.17
H 2.86 -3.83 1.84
C -0.65 0.20 3.64
C -3.40 3.22 4.01
C 2.00 3.73 -1.18
C -0.22 3.10 -0.43
H 0.47 -1.82 -4.94
H -1.19 -1.25 -5.09
H 0.65 1.41 2.78
H 3.40 4.39 -3.43
H -0.81 4.07 1.99
C 5.47 0.29 -0.60
C -2.29 3.92 3.53
H -3.89 -4.37 -1.97
C 1.47 4.98 -1.51
H -1.93 4.79 4.07
H -1.15 -3.53 -4.12
C -3.38 -2.76 -3.32
C 4.36 4.47 -0.83
C -1.35 -1.07 3.24
H 1.84 -1.95 -1.90
H -1.11 1.25 -2.61
H 1.02 -2.90 2.93
C -2.42 -3.49 2.54
H 4.28 0.22 4.95
C 2.12 -2.84 -1.33
H 5.88 2.19 -1.47
C 2.36 -1.24 2.57
H -4.31 2.44 0.01
C -3.73 -4.21 -3.03
H -1.77 4.58 -0.63
H -5.05 1.91 -4.16
H -0.17 -0.63 -3.79
C -3.24 1.69 2.17
H 3.35 -5.91 0.65
C 2.40 -4.02 -2.00
N -0.86 -1.29 -1.06
C -3.87 2.10 3.33
C 3.81 2.03 -0.95
C 3.27 -0.36 3.15
H -3.07 -1.07 0.18
H -3.89 3.54 4.92
H -4.65 -4.47 -3.56
H -0.11 -3.02 -2.82
H -5.85 2.48 -1.89
C -1.66 3.52 2.36
C -2.16 2.42 1.66
H 2.12 5.72 -1.95
C 0.13 5.30 -1.31

These are the Löwdin partial charges, in e, on atoms 1 to 2: -0.04 -0.17

[3]
The following is a quantum chemistry calculation of a structure of composition C51H55AsBCaF8O5P2Te in a non-equilibrium geometry, from the OMol25 dataset.

Net charge ... -1
HOMO-LUMO gap (spin up / spin down) ... 0.1348 / 0.1815 Eh
Relative energy (zero: lowest compared OMol25 entry of this formula, charge and spin) ... 80.7 kJ/mol

Element x y z (Å)
C 2.54 3.84 -5.61
H 0.64 3.39 5.10
H -1.05 4.18 5.23
C 0.55 2.41 -5.57
H -1.28 2.23 8.59
H 4.77 1.72 -6.03
C -3.86 0.10 -3.64
C 3.53 -2.05 -1.38
C -2.56 2.73 -1.38
P -1.88 1.48 -2.38
H 0.42 -5.89 4.53
H 2.85 -0.94 1.22
H 1.42 -0.34 0.49
C 4.59 -1.13 -1.19
C -3.49 -0.31 -1.29
H 3.60 3.92 -5.92
C -0.73 -6.87 1.84
F -0.97 -1.01 1.37
C 1.76 3.71 8.94
C -3.16 0.34 -2.49
C 0.79 -3.91 -2.58
H 0.31 0.09 6.00
C -4.77 -0.81 -1.15
P 1.98 -1.53 -2.14
C 6.14 -2.89 -0.78
H -5.08 -1.27 -0.20
C 4.15 1.02 -5.41
F 2.52 -1.82 5.71
H -2.84 -0.33 -0.36
H -8.88 5.26 3.94
C 2.19 0.74 -4.06
C 1.64 -2.99 -3.18
H -5.85 -0.52 -4.35
H 1.99 -6.10 3.79
C -0.47 3.12 -6.29
C 1.72 -4.53 -5.08
H -4.13 5.21 1.09
C -2.24 4.44 0.29
F -3.55 -2.39 2.96
C 2.41 3.20 7.82
H -9.33 6.61 4.48
H -1.32 -6.25 1.10
H -0.38 3.74 3.62
C 0.35 -5.92 2.33
H -2.42 4.09 -6.45
F -0.81 0.68 -1.58
C -5.58 -0.74 -2.29
C 0.42 1.84 7.37
C -1.26 2.04 -3.94
O -8.54 5.91 4.60
Te -2.56 -2.85 4.46
H -4.66 2.19 -1.87
H 0.44 -6.23 -4.97
C 0.92 -6.36 3.69
H 1.91 4.58 -6.12
C -3.99 2.87 -1.33
H -0.22 -5.79 -2.60
H 3.37 2.06 -7.67
C 2.13 -3.33 -4.47
F -4.41 -3.38 5.09
H 3.46 3.41 7.54
H -3.46 0.42 -4.58
C 2.28 2.21 -7.49
H -3.52 2.91 5.54
C -0.32 0.85 6.49
H -1.42 -7.19 2.63
C 2.83 1.38 -5.12
B 1.76 -2.36 4.69
H -0.11 3.59 -7.22
As -1.23 1.69 4.84
C 5.13 -3.80 -0.72
H -3.18 2.93 -4.29
H 5.26 -4.82 -0.38
C -3.66 4.56 0.30
F -2.46 -1.14 5.56
C 1.79 2.18 7.13
C -1.67 3.51 -0.57
C -5.15 -0.41 -3.56
C 4.66 -0.19 -4.95
C -1.77 3.45 -5.82
C 3.83 -3.37 -1.04
H -0.63 3.31 -0.41
C 5.88 -1.53 -0.98
F -1.43 -3.83 2.84
H 1.90 3.10 -7.95
H 4.38 -1.83 -3.62
C 2.05 2.37 -5.95
H 2.17 -4.78 -6.06
C -2.98 1.99 5.83
H 2.31 4.40 9.54
Ca 0.28 -2.68 2.31
C 4.01 -0.89 -3.95
H -0.05 3.72 10.17
O 0.46 -2.48 4.63
H 1.73 1.33 -7.92
H -2.79 1.96 6.90
C 0.11 1.84 -4.37
H -3.58 1.14 5.46
F 2.47 -2.77 3.52
C 0.43 3.38 9.27
C -0.40 3.48 4.70
H 5.65 -0.49 -5.33
H 0.79 -7.45 3.68
C 2.76 -0.41 -3.43
H 6.66 -0.79 -0.91
H -6.60 -1.06 -2.13
H 4.45 -0.06 -1.41
O 1.87 -1.07 0.97
C 0.28 -5.05 -3.21
H 2.46 4.07 -4.54
H -1.63 5.16 0.84
H 3.01 -4.12 -1.00
H -0.32 -7.73 1.32
O 0.92 1.09 -3.64
C 0.76 -5.33 -4.48
H -1.24 0.45 6.84
H -5.53 4.17 -0.63
H 2.60 -2.55 -5.07
C -4.54 3.89 -0.52
C -0.25 2.43 8.45
H 2.37 1.59 6.42
O 0.78 -4.94 1.68
C -2.16 2.86 -4.64
H 0.64 -3.67 -1.53
H 7.15 -3.27 -0.60

These are the Löwdin partial charges, in e, on atoms 1 to 2: -0.02 0.00

[4]
The following is a quantum chemistry calculation of a structure of composition C51H57FeGeN4OP2Te in a non-equilibrium geometry, from the OMol25 dataset.

Net charge ... +2
HOMO-LUMO gap (spin up / spin down) ... 0.2169 / 0.2066 Eh
Relative energy (zero: lowest compared OMol25 entry of this formula, charge and spin) ... 254.8 kJ/mol
Spin multiplicity ... 6

Element x y z (Å)
N -0.22 -0.31 2.43
H -7.67 0.95 0.58
C 1.48 -3.89 1.45
C -2.35 -3.43 -4.01
P 2.25 0.02 -0.10
H -4.18 3.98 -3.10
C -0.31 0.83 3.36
Te 2.71 -1.99 -3.02
C 0.45 2.46 1.58
H 7.78 -2.78 -3.56
C 4.26 3.16 -1.94
C 2.21 4.54 -2.09
H -7.08 2.56 1.00
H -5.33 1.77 -2.75
C -7.05 1.50 1.29
C 6.92 -2.98 -2.94
H -4.87 2.83 2.11
C 3.47 4.23 -2.45
H -6.59 2.57 -1.80
C 2.04 -6.01 -0.25
H -4.40 -1.63 -1.80
N -3.24 -2.05 0.41
H 0.41 4.14 -1.04
H 2.55 -0.20 2.75
H -5.20 1.01 0.31
H -3.32 -0.39 -2.33
H -1.34 -4.57 -0.98
H 0.16 4.16 3.62
C 4.78 -3.50 -1.33
H -0.57 3.70 5.92
H 5.05 -0.69 -0.72
N 7.11 -3.76 -1.87
C 4.91 -0.72 0.35
C 3.66 -0.44 0.91
C 1.45 -4.86 -0.76
H 5.32 3.22 -2.15
C 1.57 3.33 1.45
C 3.51 -0.46 2.30
C -0.71 0.56 4.66
H 2.89 4.59 0.41
Ge -2.32 2.39 0.78
C 4.58 -0.77 3.12
C 6.05 -4.02 -1.10
C -2.89 -1.12 -0.50
C -4.92 3.87 -2.30
C 5.99 -1.01 1.18
C 2.08 -5.04 1.95
H -5.07 1.58 3.30
C 0.08 1.68 -0.82
H -0.71 1.52 -1.55
H -2.77 -2.06 1.29
C 1.37 2.24 -1.42
H 3.97 4.89 -3.15
H 4.46 -0.78 4.20
H 4.71 1.44 -0.82
H 2.33 -5.10 3.00
H -3.13 0.31 2.05
P 0.43 -2.26 -0.51
C -5.87 2.72 -2.61
H -5.63 -0.07 1.63
H -2.55 2.55 -1.75
H -3.63 4.63 -0.75
H -1.05 -0.87 2.56
H 1.29 2.17 -2.51
C -2.26 -4.25 -2.89
C -3.24 1.39 2.18
C 0.02 2.12 2.96
C -0.77 -1.92 -3.01
H -6.43 2.90 -3.53
H 2.27 -6.84 -0.92
C -0.38 1.96 0.50
C 5.82 -1.05 2.56
H -1.14 1.37 6.60
C 4.61 -2.69 -2.44
C 3.88 2.01 -1.20
H 0.55 -0.90 2.74
C 1.16 -3.80 0.10
H -4.10 -2.58 0.33
C 2.36 -6.10 1.10
H 2.82 -7.00 1.49
H 6.22 -4.66 -0.24
H 6.96 -1.21 0.74
C -5.62 0.98 1.32
C -0.08 3.14 3.92
H 3.97 -3.74 -0.66
C -4.73 1.76 2.28
N -3.63 -1.02 -1.61
H -2.99 -3.71 -4.83
H -2.72 1.65 3.11
C -0.65 -2.75 -1.90
H -2.84 -5.16 -2.84
H 1.23 -4.80 -1.82
H -4.95 3.63 -0.16
Fe -0.01 -0.09 0.26
H -7.52 1.42 2.27
C 2.02 3.95 0.32
C 2.62 1.52 -1.00
H -3.84 1.58 -1.05
C -3.27 2.50 -0.92
C 5.69 -2.41 -3.27
H 5.60 -1.78 -4.15
C -0.81 1.59 5.59
H -1.66 -1.62 -4.94
H 6.66 -1.28 3.20
H -5.49 4.80 -2.28
C -1.60 -2.26 -4.07
C 1.83 -1.34 -1.25
H 2.11 3.54 2.37
H 1.74 5.40 -2.54
H -0.95 -0.46 4.96
O -1.91 -0.35 -0.31
C -0.49 2.88 5.21
C 1.44 3.77 -1.06
H -2.21 3.84 1.32
H 1.26 -3.06 2.12
C -1.42 -3.91 -1.84
C -4.20 3.72 -0.96
H -0.22 -0.98 -3.05

These are the Löwdin partial charges, in e, on atoms 1 to 2: 0.07 0.07

Respective E_tot values: -3492.8707; -4354.6433; -7040.7122; -6562.6215 a.u..